Entry 1
# C11H18O

2 unconnected molecules or ions with the total composition C11H18O (ωB97M-V/def2-TZVPD, OMol25).

Properties
Lowest unoccupied orbital energy   0.87 eV

Bonds (Å) are listed after each position.
Atoms and positions in Å:
1 C 1.947 -1.095 0.404  C2 1.542, H10 1.089, H11 1.085, H12 1.102
2 C 0.867 -0.105 -0.078  C1 1.542, C3 1.538, H13 1.095, H14 1.086
3 C 0.921 1.140 0.822  C2 1.538, C4 1.389, C9 1.390
4 C 0.838 2.381 0.202  C3 1.389, C5 1.399, H15 1.082
5 C 0.871 3.593 0.899  C4 1.399, C6 1.397, H16 1.079
6 C 0.639 3.443 2.269  C5 1.397, O7 1.382, C8 1.399
7 O 0.507 4.545 3.092  C6 1.382, H17 0.961
8 C 0.618 2.226 2.958  C6 1.399, C9 1.403, H18 1.079
9 C 0.865 1.066 2.209  C3 1.390, C8 1.403, H19 1.083
10 H 2.186 -1.900 -0.290  C1 1.089
11 H 1.803 -1.243 1.469  C1 1.085
12 H 2.920 -0.578 0.426  C1 1.102
13 H 1.069 0.257 -1.091  C2 1.095
14 H -0.132 -0.531 -0.067  C2 1.086
15 H 0.909 2.367 -0.878  C4 1.082
16 H 0.913 4.596 0.505  C5 1.079
17 H -0.114 5.201 2.763  O7 0.961
18 H 0.539 2.292 4.032  C8 1.079
19 H 0.942 0.161 2.799  C9 1.083
20 C -1.999 -1.956 -3.130  C21 1.540, H23 1.081, H24 1.097, H25 1.092
21 C -1.341 -3.036 -2.251  C20 1.540, C22 1.527, H26 1.102, H27 1.087
22 C -1.745 -2.771 -0.802  C21 1.527, H28 1.091, H29 1.090, H30 1.077
23 H -2.026 -2.166 -4.190  C20 1.081
24 H -3.054 -1.808 -2.866  C20 1.097
25 H -1.549 -1.009 -2.828  C20 1.092
26 H -0.264 -2.839 -2.377  C21 1.102
27 H -1.563 -4.047 -2.585  C21 1.087
28 H -1.205 -3.492 -0.185  C22 1.091
29 H -2.822 -2.928 -0.748  C22 1.090
30 H -1.541 -1.763 -0.482  C22 1.077

***

Entry 2
# C11H18O

2 unconnected molecules or ions with the total composition C11H18O (ωB97M-V/def2-TZVPD, OMol25).

Properties
Lowest unoccupied orbital energy   0.84 eV

Bonds (Å) are listed after each position.
Atoms and positions in Å:
1 C 1.891 3.966 -0.916  C2 1.529, H10 1.089, H11 1.077, H12 1.096
2 C 1.124 2.824 -1.586  C1 1.529, C3 1.512, H13 1.072, H14 1.091
3 C 1.093 1.445 -0.965  C2 1.512, C4 1.391, C9 1.393
4 C 1.810 0.405 -1.546  C3 1.391, C5 1.389, H15 1.085
5 C 1.946 -0.823 -0.910  C4 1.389, C6 1.375, H16 1.082
6 C 1.420 -0.970 0.352  C5 1.375, O7 1.380, C8 1.390
7 O 1.545 -2.166 1.028  C6 1.380, H17 0.964
8 C 0.726 0.064 0.970  C6 1.390, C9 1.383, H18 1.080
9 C 0.524 1.253 0.292  C3 1.393, C8 1.383, H19 1.086
10 H 1.228 4.824 -0.810  C1 1.089
11 H 2.811 4.233 -1.407  C1 1.077
12 H 2.105 3.689 0.122  C1 1.096
13 H 0.125 3.078 -1.879  C2 1.072
14 H 1.547 2.684 -2.581  C2 1.091
15 H 2.414 0.567 -2.433  C4 1.085
16 H 2.405 -1.695 -1.355  C5 1.082
17 H 2.460 -2.343 1.276  O7 0.964
18 H 0.472 -0.204 1.984  C8 1.080
19 H -0.117 2.042 0.672  C9 1.086
20 C -2.646 -0.871 0.547  C21 1.510, H23 1.089, H24 1.084, H25 1.099
21 C -2.986 -2.342 0.564  C20 1.510, C22 1.546, H26 1.067, H27 1.092
22 C -1.929 -3.189 1.308  C21 1.546, H28 1.091, H29 1.090, H30 1.085
23 H -1.849 -0.383 -0.013  C20 1.089
24 H -2.470 -0.541 1.564  C20 1.084
25 H -3.566 -0.333 0.279  C20 1.099
26 H -3.867 -2.448 1.157  C21 1.067
27 H -3.311 -2.784 -0.381  C21 1.092
28 H -0.957 -2.696 1.263  C22 1.091
29 H -2.121 -3.051 2.373  C22 1.090
30 H -1.826 -4.234 1.034  C22 1.085

***

Most stable pick: entry 1. Distance to second place: 0.0030 hartree.